Record 1
DFT (ωB97M-V with the def2-TZVPD basis set) results for a cluster of 2 separate species, C8H18ClINO5P2 in total.

XYZ file:
```
36
C8H18ClINO5P2, DFT ωB97M-V with the def2-TZVPD basis set
C 1.410 -0.901 3.244
C 1.474 -1.625 1.887
O 1.650 -2.810 1.869
N 1.279 -0.762 0.759
C 2.283 -0.884 -0.222
C 2.653 0.368 -1.056
O 2.916 -1.888 -0.467
P -0.504 -0.661 0.159
C -0.203 -1.643 -1.362
C -0.406 1.214 0.231
C -0.441 1.891 -1.159
C 0.235 3.302 -1.124
I -0.907 4.668 -2.372
P -2.718 -0.529 -0.332
O -2.986 0.055 -1.671
O -3.482 0.440 0.794
O -3.475 -1.959 -0.096
H 2.136 -0.074 3.220
H 0.414 -0.435 3.336
H 1.605 -1.587 4.071
H 3.739 0.315 -1.200
H 2.410 1.303 -0.537
H 2.204 0.290 -2.053
H -0.872 -1.358 1.334
H 0.245 -1.056 -2.185
H 0.323 -2.584 -1.175
H -1.184 -1.947 -1.746
H 0.524 1.492 0.745
H -1.210 1.572 0.893
H -1.480 2.079 -1.450
H 0.027 1.297 -1.952
H 0.162 3.680 -0.100
H 1.257 3.296 -1.506
H -3.805 1.223 0.331
H -3.457 -2.099 0.861
Cl -1.817 -3.683 0.027
```

Summary:
Spin multiplicity: 1
Energy (eV): -59519.0588
Charge: -1

Atomic partial charges in e from the Löwdin method, atoms 1 to 4:
1. C -0.011
2. C -0.534
3. O 0.113
4. N -0.147

=====

Record 2
DFT (ωB97M-V with the def2-TZVPD basis set) results for the ion C8H18ClNP with charge +1.

XYZ file:
```
29
C8H18ClNP, DFT ωB97M-V with the def2-TZVPD basis set
C -3.010 -0.286 0.236
C -2.600 -0.678 -1.192
C -2.170 -1.044 1.258
C -1.114 -1.071 -1.270
C -0.706 -0.584 1.185
C -0.361 -0.224 -0.258
C 3.322 0.364 1.260
C 3.016 1.841 -0.648
N 2.891 0.487 -0.128
P 1.522 -0.389 -0.619
Cl 1.982 -2.237 -0.266
H -2.881 0.787 0.391
H -4.066 -0.505 0.386
H -3.198 -1.523 -1.531
H -2.797 0.155 -1.867
H -2.551 -0.875 2.264
H -2.240 -2.112 1.055
H -0.989 -2.130 -1.041
H -0.739 -0.900 -2.283
H -0.560 0.291 1.822
H -0.059 -1.382 1.555
H -0.583 0.831 -0.452
H 3.190 -0.661 1.607
H 4.385 0.611 1.308
H 2.781 1.041 1.929
H 2.477 2.578 -0.046
H 4.075 2.102 -0.644
H 2.655 1.880 -1.676
H 1.619 -0.202 -1.990
```

Summary:
Spin multiplicity: 1
Structure (SMILES): C[N+](C)=[P@@H](Cl)C1CCCCC1
Energy (eV): -31883.4874
Charge: +1

Atomic partial charges in e from the Löwdin method, atoms 1 to 4:
1. C -0.192
2. C -0.172
3. C -0.184
4. C -0.224